[1]
DFT (wB97M-V/def2-TZVPD) results for 2 unconnected molecules or ions with the total composition C3H9N2O2.

```
16
C3H9N2O2 (wB97M-V/def2-TZVPD)
O 0.09 2.19 -1.09
O -0.46 0.07 -1.50
N -0.42 -0.72 1.07
N 1.29 0.96 -2.69
C 0.30 1.17 -1.73
C 0.46 0.24 1.21
C -1.20 -1.27 2.18
H -0.75 -0.99 0.15
H -0.49 -0.47 -2.29
H 1.68 0.01 -2.62
H 2.03 1.65 -2.58
H -0.80 -0.90 3.11
H -1.10 -2.35 2.17
H -2.24 -0.94 2.03
H 0.61 0.70 2.20
H 1.01 0.66 0.37
```

Calculated values
2S+1	2
LUMO level (alpha / beta)	-0.33005 / -0.54172	Ha
energy relative to the best compared isomer or geometry (same formula, charge and spin)	48.7	kcal per mole
HOMO energy (alpha / beta)	-21.03 / -21.02	eV
Kohn-Sham gap (alpha / beta)	12.049 / 6.284	eV
charge	+2

Formally, the Löwdin partial charges of the atoms, in units of the elementary charge, are as follows: O 0.43; O 0.15; N 0.01; N 0.35; C -0.46; C 0.20; C 0.02; H 0.15; H 0.17; H 0.18; H 0.17; H 0.11; H 0.12; H 0.13; H 0.15; H 0.09

[2]
DFT (wB97M-V/def2-TZVPD) results for a molecular structure, C3H9N2O2P.

```
17
C3H9N2O2P (wB97M-V/def2-TZVPD)
P -0.80 -0.15 0.51
O 0.61 0.79 0.39
O -1.05 -1.09 1.58
N 2.83 0.41 -0.13
N 1.24 -1.26 -0.07
C 1.58 -0.07 0.16
C -1.92 1.35 0.73
C -1.18 -0.82 -1.12
H -1.60 1.86 1.70
H -2.27 -0.71 -1.18
H -2.88 0.97 0.81
H 3.55 -0.28 -0.40
H 2.07 -1.87 -0.25
H -0.82 -1.91 -1.21
H -1.92 2.01 -0.01
H 3.27 1.07 0.52
H -0.73 -0.32 -2.03
```

Calculated values
LUMO level	0.02347	Ha
energy relative to the best compared isomer or geometry (same formula, charge and spin)	35.0	kcal per mole
HOMO energy	-9.72	eV
Kohn-Sham gap	10.357	eV
charge	0

Formally, the Löwdin partial charges of the atoms, in units of the elementary charge, are as follows: P 0.55; O -0.10; O -0.30; N 0.14; N 0.09; C -0.67; C -0.12; C -0.18; H 0.08; H 0.05; H 0.01; H 0.11; H 0.10; H 0.08; H -0.01; H 0.11; H 0.07

[3]
DFT (wB97M-V/def2-TZVPD) results for 2 unconnected molecules or ions with the total composition C3H9N2O2PS.

```
18
C3H9N2O2PS (wB97M-V/def2-TZVPD)
S -1.91 2.75 -1.09
P -1.68 0.83 -0.67
O 2.89 -0.50 -1.66
O -1.96 -0.18 -1.85
N 1.27 0.27 -0.35
N -2.37 0.30 0.80
C -2.09 -1.04 1.18
C 1.75 -0.51 -1.27
C 1.92 1.41 0.16
H -1.44 -1.06 2.04
H -1.76 -1.51 0.34
H 1.23 2.16 0.16
H -3.06 -1.41 1.52
H -1.49 0.27 -2.57
H -2.12 1.02 1.51
H 2.86 1.57 -0.42
H 1.04 -1.27 -1.68
H 2.23 1.36 1.33
```

Calculated values
2S+1	3
LUMO level (alpha / beta)	0.02065 / -0.09604	Ha
HOMO energy (alpha / beta)	-7.09 / -9.04	eV
Kohn-Sham gap (alpha / beta)	7.656 / 6.423	eV
charge	0

Formally, the Löwdin partial charges of the atoms, in units of the elementary charge, are as follows: S 0.13; P 0.28; O 0.09; O -0.27; N 0.02; N -0.27; C -0.18; C -0.42; C -0.12; H 0.08; H 0.03; H 0.03; H 0.09; H 0.05; H 0.10; H 0.09; H 0.12; H 0.15

[4]
DFT (wB97M-V/def2-TZVPD) results for 2 unconnected molecules or ions with the total composition C3H9N2O2S.

```
17
C3H9N2O2S (wB97M-V/def2-TZVPD)
S -1.86 -0.09 -0.29
O -2.48 -1.35 0.01
O -2.09 0.66 -1.50
N 0.59 -2.32 -0.21
N 1.84 -0.28 -0.38
C 1.97 1.14 -0.48
C -2.07 1.08 1.18
C 0.73 -1.00 -0.33
H -1.83 2.08 1.10
H 2.81 -0.66 -0.40
H -3.13 1.07 1.16
H 1.27 -3.05 -0.35
H -0.37 -2.54 -0.04
H 0.96 1.62 -0.85
H 2.33 1.63 0.41
H -1.45 0.68 2.09
H 2.77 1.33 -1.15
```

Calculated values
LUMO level	-0.22811	Ha
energy relative to the best compared isomer or geometry (same formula, charge and spin)	88.6	kcal per mole
HOMO energy	-14.21	eV
Kohn-Sham gap	8.004	eV
charge	+1

Formally, the Löwdin partial charges of the atoms, in units of the elementary charge, are as follows: S 0.83; O -0.29; O -0.28; N 0.14; N -0.04; C -0.07; C -0.07; C -0.13; H 0.04; H 0.18; H 0.05; H 0.13; H 0.07; H 0.14; H 0.09; H 0.13; H 0.08

[5]
DFT (wB97M-V/def2-TZVPD) results for a gas-phase ion, C3H9N2O3S (charge +1).

```
18
C3H9N2O3S (wB97M-V/def2-TZVPD)
S -3.06 -0.27 0.11
O -1.16 -0.16 0.99
O -2.71 -0.22 -1.21
O -3.84 1.06 0.47
N 2.02 0.84 -0.52
N 1.39 -1.85 -0.76
C -0.05 -0.14 0.08
C 0.34 -1.61 0.01
C 1.18 0.62 0.70
H 1.94 -2.73 -0.72
H -3.95 1.72 -0.13
H -0.35 0.52 -0.86
H 3.01 1.06 -0.31
H -0.84 -0.93 1.51
H 0.91 1.52 1.23
H 1.55 1.58 -0.93
H 1.85 -0.96 -0.97
H 1.74 -0.04 1.32
```

Calculated values
LUMO level	-0.19685	Ha
energy relative to the best compared isomer or geometry (same formula, charge and spin)	76.0	kcal per mole
HOMO energy	-12.45	eV
Kohn-Sham gap	7.091	eV
charge	+1

Formally, the Löwdin partial charges of the atoms, in units of the elementary charge, are as follows: S 1.15; O -0.21; O -0.29; O -0.15; N 0.01; N 0.10; C -0.39; C -0.03; C -0.17; H 0.14; H 0.05; H 0.18; H 0.12; H 0.12; H 0.12; H 0.05; H 0.07; H 0.11

[6]
DFT (wB97M-V/def2-TZVPD) results for a gas-phase ion, C3H9N2OS (charge +1).

```
16
C3H9N2OS (wB97M-V/def2-TZVPD)
S -0.27 0.25 0.55
O -1.44 0.95 0.76
N 0.32 0.60 -1.09
N -0.60 -1.35 0.16
C 0.72 1.75 -1.17
C 0.86 0.16 1.92
C -1.20 -1.40 -1.08
H 1.11 2.26 -0.22
H 0.95 2.31 -2.06
H 1.40 -0.72 1.77
H 0.15 -1.97 0.13
H -1.62 -2.34 -1.27
H 0.20 0.35 2.81
H -0.22 -1.11 -1.67
H 1.61 0.91 1.75
H -1.96 -0.63 -1.29
```

Calculated values
structure (SMILES)	C=[N+]=[S@@](C)(=O)NC
LUMO level	-0.15958	Ha
energy relative to the best compared isomer or geometry (same formula, charge and spin)	130.5	kcal per mole
HOMO energy	-14.04	eV
Kohn-Sham gap	9.695	eV
charge	+1

Formally, the Löwdin partial charges of the atoms, in units of the elementary charge, are as follows: S 0.86; O -0.20; N -0.09; N -0.20; C -0.02; C -0.07; C -0.17; H 0.12; H 0.11; H 0.06; H 0.09; H 0.09; H 0.13; H 0.11; H 0.07; H 0.11

[7]
DFT (wB97M-V/def2-TZVPD) results for a single C3H9N2P molecule.

```
15
C3H9N2P (wB97M-V/def2-TZVPD)
P -1.25 -0.27 0.45
N -1.17 0.24 2.01
N 0.96 -0.35 -1.38
C -0.14 -0.59 -2.21
C 1.65 0.03 0.96
C 0.57 -0.20 -0.02
H 0.10 -0.85 -3.28
H -2.14 0.18 2.36
H -0.79 1.20 2.23
H 2.52 -0.60 0.76
H 1.87 1.13 0.67
H -0.87 -1.32 -1.92
H 1.13 -0.05 1.91
H -1.74 1.02 -0.09
H -0.70 0.44 -2.46
```

Calculated values
structure (SMILES)	C/N=C(/C)PN
LUMO level	0.02432	Ha
energy relative to the best compared isomer or geometry (same formula, charge and spin)	38.3	kcal per mole
HOMO energy	-8.69	eV
Kohn-Sham gap	9.347	eV
charge	0

Formally, the Löwdin partial charges of the atoms, in units of the elementary charge, are as follows: P 0.81; N -0.34; N -0.05; C -0.31; C -0.12; C -0.49; H 0.08; H 0.03; H 0.07; H 0.08; H 0.11; H 0.02; H 0.03; H -0.04; H 0.11

[8]
DFT (wB97M-V/def2-TZVPD) results for 2 unconnected molecules or ions with the total composition C3H9N2S.

```
15
C3H9N2S (wB97M-V/def2-TZVPD)
S -0.47 -0.85 0.65
N 1.81 1.48 3.38
N 0.57 -1.19 -2.30
C -1.30 -0.27 -0.90
C 0.66 1.10 2.99
C -0.32 -0.06 -2.06
H 0.02 -1.91 -2.75
H -0.90 0.16 -2.97
H -0.11 1.84 2.78
H -1.83 0.65 -0.64
H 0.80 -1.55 -1.38
H 2.50 0.75 3.18
H 0.25 0.83 -1.81
H -2.04 -1.04 -1.12
H 0.36 0.05 2.95
```

Calculated values
LUMO level	0.15265	Ha
energy relative to the best compared isomer or geometry (same formula, charge and spin)	29.8	kcal per mole
HOMO energy	-2.67	eV
Kohn-Sham gap	6.828	eV
charge	-1

Formally, the Löwdin partial charges of the atoms, in units of the elementary charge, are as follows: S 0.21; N -0.03; N -0.06; C -0.73; C -0.22; C -0.43; H 0.04; H 0.09; H 0.05; H 0.02; H -0.03; H 0.02; H 0.08; H 0.02; H -0.03

[9]
DFT (wB97M-V/def2-TZVPD) results for 2 unconnected molecules or ions with the total composition C3H9N2S.

```
15
C3H9N2S (wB97M-V/def2-TZVPD)
S 2.01 -0.12 1.31
N 0.46 -0.11 1.23
N -0.73 0.99 -2.07
C 2.45 0.33 2.83
C -0.61 -0.25 -1.61
C -1.30 -0.78 -0.52
H 3.46 0.50 3.15
H -1.40 1.43 -1.56
H 0.34 -0.70 -1.90
H -0.16 -0.24 0.34
H -0.07 1.44 -2.62
H -0.20 -0.18 2.07
H -2.19 -0.29 -0.47
H 1.72 0.12 3.57
H -1.29 -1.87 -0.28
```

Calculated values
LUMO level	-0.19714	Ha
energy relative to the best compared isomer or geometry (same formula, charge and spin)	93.4	kcal per mole
HOMO energy	-12.68	eV
Kohn-Sham gap	7.318	eV
charge	+1

Formally, the Löwdin partial charges of the atoms, in units of the elementary charge, are as follows: S 1.05; N -0.33; N 0.15; C -0.22; C -0.22; C -0.08; H 0.05; H 0.07; H 0.13; H -0.03; H 0.10; H 0.14; H 0.04; H 0.03; H 0.11

[10]
DFT (wB97M-V/def2-TZVPD) results for 2 unconnected molecules or ions with the total composition C3H9N2S.

```
15
C3H9N2S (wB97M-V/def2-TZVPD)
S 0.49 3.43 -0.54
N -1.01 -0.05 -0.69
N -1.51 -2.26 0.01
C 0.63 -1.34 0.33
C 1.37 -0.39 0.97
C -0.72 -1.23 -0.21
H -0.58 0.84 -0.46
H -1.91 0.26 -0.98
H -2.44 -2.15 -0.26
H -1.11 -3.01 0.40
H 1.62 3.47 -1.22
H 2.28 -0.54 1.47
H 1.05 -2.39 0.42
H 1.18 0.70 0.77
H 0.67 4.65 -0.01
```

Calculated values
LUMO level	-0.16146	Ha
energy relative to the best compared isomer or geometry (same formula, charge and spin)	26.9	kcal per mole
HOMO energy	-13.16	eV
Kohn-Sham gap	8.769	eV
charge	+1

Formally, the Löwdin partial charges of the atoms, in units of the elementary charge, are as follows: S 0.51; N 0.23; N 0.27; C -0.07; C 0.12; C -0.35; H 0.07; H 0.13; H 0.14; H 0.09; H -0.21; H 0.06; H 0.14; H 0.05; H -0.19

[11]
DFT (wB97M-V/def2-TZVPD) results for a molecular structure, C3H9N3.

```
15
C3H9N3 (wB97M-V/def2-TZVPD)
N -0.28 -0.17 -3.07
N -1.45 0.24 -0.07
N -0.87 -1.00 0.38
C -0.48 1.05 0.65
C 1.31 -0.67 1.81
C 0.09 -0.34 0.99
H 0.15 1.67 0.03
H 0.40 0.65 -2.86
H 1.32 -1.44 2.52
H -0.97 -0.03 -2.31
H -0.92 1.70 1.43
H 1.85 0.19 2.06
H 1.98 -1.19 1.12
H 0.30 -0.99 -2.69
H -2.44 0.36 0.01
```

Calculated values
LUMO level	0.02979	Ha
energy relative to the best compared isomer or geometry (same formula, charge and spin)	71.8	kcal per mole
HOMO energy	-8.81	eV
Kohn-Sham gap	9.619	eV
charge	0

Formally, the Löwdin partial charges of the atoms, in units of the elementary charge, are as follows: N -0.05; N -0.11; N 0.10; C -0.13; C -0.03; C -0.30; H 0.10; H 0.03; H 0.06; H -0.04; H 0.12; H 0.05; H 0.08; H 0.02; H 0.10

[12]
DFT (wB97M-V/def2-TZVPD) results for 2 unconnected molecules or ions with the total composition C3H9N3.

```
15
C3H9N3 (wB97M-V/def2-TZVPD)
N -0.68 0.17 1.09
N -0.14 1.21 1.18
N 0.03 -1.32 -0.93
C 0.49 -0.85 -2.20
C 0.51 1.78 2.40
C -1.04 -1.96 -0.84
H 0.53 2.87 2.34
H -0.23 -1.02 -3.02
H 1.52 1.40 2.47
H -1.70 -2.18 -1.68
H -0.06 1.45 3.27
H 1.42 -1.37 -2.44
H 0.71 0.21 -2.12
H -1.34 -2.29 0.14
H -0.03 1.89 0.36
```

Calculated values
LUMO level	0.04133	Ha
energy relative to the best compared isomer or geometry (same formula, charge and spin)	93.9	kcal per mole
HOMO energy	-7.58	eV
Kohn-Sham gap	8.709	eV
charge	0

Formally, the Löwdin partial charges of the atoms, in units of the elementary charge, are as follows: N 0.07; N -0.28; N -0.13; C -0.16; C -0.07; C -0.11; H 0.07; H 0.07; H 0.07; H 0.07; H 0.07; H 0.07; H 0.07; H 0.05; H 0.13

[13]
DFT (wB97M-V/def2-TZVPD) results for 2 unconnected molecules or ions with the total composition C3H9N3.

```
15
C3H9N3 (wB97M-V/def2-TZVPD)
N -2.11 1.24 0.67
N 2.10 -0.07 0.50
N -2.32 -0.39 -0.93
C 1.74 1.02 -0.01
C -1.87 -0.02 0.21
C 1.66 -1.30 -0.16
H 2.38 -2.07 0.07
H -1.40 -0.74 0.87
H -1.51 1.55 1.42
H -2.29 1.90 -0.07
H 0.70 -1.62 0.23
H 1.11 1.08 -0.90
H 1.62 -1.20 -1.25
H 2.13 1.91 0.48
H -1.95 -1.31 -1.14
```

Calculated values
structure (SMILES)	[H]/N=C/N.C=NC
LUMO level	0.03367	Ha
energy relative to the best compared isomer or geometry (same formula, charge and spin)	35.5	kcal per mole
HOMO energy	-9.41	eV
Kohn-Sham gap	10.327	eV
charge	0

Formally, the Löwdin partial charges of the atoms, in units of the elementary charge, are as follows: N 0.07; N -0.09; N 0.05; C -0.10; C -0.42; C -0.15; H 0.07; H 0.10; H 0.08; H 0.09; H 0.05; H 0.07; H 0.07; H 0.06; H 0.02

[14]
DFT (wB97M-V/def2-TZVPD) results for a single C3H9N3 molecule.

```
15
C3H9N3 (wB97M-V/def2-TZVPD)
N -0.27 2.38 -0.08
N 0.37 -2.06 1.25
N 0.37 -1.80 -1.18
C 0.30 1.04 -0.43
C 0.06 -1.37 0.06
C -0.64 -0.03 0.36
H 0.34 0.80 -1.64
H -1.71 -0.05 -0.13
H -1.34 2.29 -0.54
H 1.48 1.00 -0.02
H 1.06 -2.82 1.21
H -0.71 0.23 1.53
H 0.35 3.11 -0.69
H 0.03 -1.10 -1.95
H 0.31 -1.62 2.26
```

Calculated values
structure (SMILES)	[H]/N=C(/N)CCN
LUMO level	0.03184	Ha
energy relative to the best compared isomer or geometry (same formula, charge and spin)	62.3	kcal per mole
HOMO energy	-9.01	eV
Kohn-Sham gap	9.874	eV
charge	0

Formally, the Löwdin partial charges of the atoms, in units of the elementary charge, are as follows: N -0.12; N 0.06; N 0.05; C -0.35; C -0.52; C -0.18; H 0.12; H 0.13; H 0.13; H 0.16; H 0.09; H 0.13; H 0.11; H 0.05; H 0.14

[15]
DFT (wB97M-V/def2-TZVPD) results for a single C3H9N3 molecule.

```
15
C3H9N3 (wB97M-V/def2-TZVPD)
N 0.10 1.15 2.45
N -0.85 -0.62 -2.00
N 0.45 0.65 0.07
C 0.19 -1.39 -1.30
C 0.30 -0.74 0.11
C 0.02 1.46 1.19
H 0.57 0.15 2.55
H -0.09 -2.50 -1.11
H 1.20 -1.22 0.59
H -0.94 -0.97 -2.99
H -1.76 -0.81 -1.64
H -0.09 0.97 -0.75
H 1.19 -1.39 -1.77
H -0.31 2.53 0.86
H -0.64 -0.97 0.65
```

Calculated values
structure (SMILES)	[H]/N=C\NCCN
LUMO level	0.03214	Ha
energy relative to the best compared isomer or geometry (same formula, charge and spin)	31.3	kcal per mole
HOMO energy	-9.10	eV
Kohn-Sham gap	9.977	eV
charge	0

Formally, the Löwdin partial charges of the atoms, in units of the elementary charge, are as follows: N 0.03; N -0.03; N -0.07; C -0.26; C -0.30; C -0.30; H 0.08; H 0.12; H 0.13; H 0.09; H 0.06; H 0.09; H 0.11; H 0.13; H 0.12